# 1
Below is a 9-piece molecular cluster, C24H52N4O18S5 overall, with properties calculated with wB97M-V/def2-TZVPD.

CARTESIAN COORDINATES (ANGSTROEM)
1 C 0.6307 1.1847 -0.0907
2 N 0.9443 -0.1070 -0.7361
3 O 0.3846 -0.3533 -1.8109
4 O 1.6963 -0.8753 -0.1957
5 H 0.4056 0.8521 0.9299
6 H -0.2712 1.6167 -0.5035
7 H 1.5390 1.7781 -0.0806
8 C -0.6782 0.2392 5.8020
9 N -0.1687 0.9003 4.5908
10 O -0.1635 0.2546 3.5586
11 O 0.2229 2.0379 4.6678
12 H 0.0847 -0.5413 5.9336
13 H -1.5638 -0.3294 5.5381
14 H -0.6965 0.8198 6.7125
15 C 3.9044 -2.3590 -1.8370
16 N 4.7373 -1.2352 -1.2791
17 O 5.8002 -1.5482 -0.7943
18 O 4.3350 -0.1089 -1.4446
19 H 2.8716 -2.0564 -1.9555
20 H 4.0883 -3.1539 -1.1208
21 H 4.3218 -2.6033 -2.8122
22 C -1.7440 -2.1590 2.1963
23 N -0.9443 -3.2290 1.4837
24 O -1.3137 -4.3899 1.5976
25 O -0.0241 -2.8499 0.7723
26 H -2.4927 -2.6675 2.7884
27 H -2.1961 -1.6090 1.3738
28 H -0.9937 -1.5883 2.7371
29 O 1.7326 -2.6342 -7.5459
30 S 2.4876 -1.7967 -6.6420
31 O 3.8789 -2.1206 -6.3896
32 C 2.2414 -0.0624 -7.1651
33 C 1.0211 0.4435 -6.4131
34 C 1.0468 -0.2067 -5.0155
35 C 1.6657 -1.6190 -5.0572
36 H 2.2343 -0.0338 -8.2552
37 H 3.2241 0.3722 -6.9529
38 H 1.0534 1.5286 -6.3799
39 H 0.1393 0.0411 -6.9110
40 H 0.0535 -0.2849 -4.5692
41 H 1.4408 0.4539 -4.2387
42 H 1.0331 -2.4892 -4.9147
43 H 2.5435 -1.6076 -4.4136
44 O -1.6491 -1.9137 -4.4644
45 S -2.5845 -1.7761 -3.3680
46 O -2.9711 -0.4339 -2.9609
47 C -4.0246 -2.9197 -3.4583
48 C -3.7941 -4.0538 -2.4532
49 C -2.8998 -3.5233 -1.3289
50 C -1.8348 -2.5738 -1.8373
51 H -4.3519 -3.1148 -4.4767
52 H -4.9088 -2.4237 -3.0387
53 H -4.7115 -4.5202 -2.1082
54 H -3.2438 -4.8171 -3.0172
55 H -2.4498 -4.3155 -0.7280
56 H -3.6002 -3.0759 -0.6132
57 H -0.8438 -2.9812 -2.0195
58 H -1.6610 -1.7122 -1.1962
59 O 2.1268 -1.5903 4.5617
60 S 2.8070 -1.5485 3.2616
61 O 2.7619 -0.3313 2.4794
62 C 4.4967 -1.9396 3.7181
63 C 4.5963 -3.4468 3.7353
64 C 3.9363 -3.9183 2.4537
65 C 2.5666 -3.1928 2.3053
66 H 4.6240 -1.3397 4.6161
67 H 5.2265 -1.6565 2.9552
68 H 5.5543 -3.9457 3.9081
69 H 4.1061 -3.8973 4.6102
70 H 3.6976 -4.9793 2.5064
71 H 4.5453 -3.6726 1.5850
72 H 1.6975 -3.7230 2.6865
73 H 2.3791 -3.0551 1.2429
74 O -3.6848 0.1249 2.9552
75 S -3.5488 1.5281 3.3488
76 O -3.0973 1.9870 4.6462
77 C -2.5488 2.2765 1.9958
78 C -3.7016 2.4529 0.9625
79 C -4.7509 3.2576 1.7551
80 C -5.1596 2.3435 2.9064
81 H -1.7471 1.5539 1.8739
82 H -2.2846 3.2913 2.2864
83 H -3.3877 2.9804 0.0662
84 H -4.1139 1.4538 0.8293
85 H -5.5655 3.4098 1.0409
86 H -4.4873 4.2534 2.1080
87 H -5.8010 1.5105 2.6314
88 H -5.5674 2.9332 3.7231
89 O -0.4360 8.0573 1.6600
90 S 0.2404 7.2064 0.7584
91 O 1.0979 7.6994 -0.2966
92 C 1.2081 5.8762 1.6291
93 C 0.3515 4.6083 1.4846
94 C -0.4249 4.6368 0.1753
95 C -1.0055 6.0664 0.0264
96 H 1.5455 6.0543 2.6461
97 H 2.1032 5.5342 1.0986
98 H 0.9823 3.7199 1.4713
99 H -0.3026 4.6817 2.3608
100 H -1.2236 3.9010 0.1806
101 H 0.2551 4.5863 -0.6767
102 H -1.8675 6.2521 0.6665
103 H -1.1826 6.2507 -1.0281

Output
Total charge: 0
Structure (SMILES): C[N+](=O)[O-].C[N+](=O)[O-].C[N+](=O)[O-].C[N+](=O)[O-].O=S1(=O)CCCC1.O=S1(=O)CCCC1.O=S1(=O)CCCC1.O=S1(=O)CCCC1.O=S1(=O)CCCC1
Spin multiplicity: 1

# 2
Below is one molecule with the formula C24H52O6P2, with properties calculated with wB97M-V/def2-TZVPD.

CARTESIAN COORDINATES (ANGSTROEM)
1 C 7.1652 -4.4429 0.1492
2 C 7.4463 -3.1528 0.9424
3 C 7.5957 -1.8961 0.0653
4 C 6.9044 -0.6707 0.6629
5 C 7.0228 0.5846 -0.2191
6 C 5.6757 1.1308 -0.7517
7 C 5.1389 2.3387 0.0347
8 C 4.6637 3.5294 -0.8197
9 C 3.7513 3.1858 -1.9900
10 C 2.3206 2.7501 -1.6185
11 C 1.7001 3.4673 -0.4220
12 C 0.2512 2.9987 -0.1749
13 C -0.7880 4.1247 -0.1851
14 C -2.2113 3.6529 -0.5344
15 C -3.1435 3.6097 0.6782
16 C -4.4824 2.9341 0.3622
17 C -5.2021 2.4026 1.5930
18 C -4.4824 1.2662 2.3617
19 C -3.4831 0.4227 1.5631
20 C -3.4421 -1.0434 2.0333
21 C -2.5001 -1.8924 1.1689
22 O -3.1504 -2.9819 0.5374
23 C -4.0118 -2.6085 -0.4899
24 P -3.1457 -2.1717 -2.0712
25 O -2.1568 -3.1121 -2.6277
26 C -5.0725 -3.7035 -0.6990
27 O -6.1460 -3.5304 0.1966
28 C -7.1170 -2.5713 -0.1996
29 P -4.4496 -5.4175 -0.4568
30 O -3.0728 -5.6993 -0.8605
31 O -4.8010 -5.6940 1.0654
32 O -5.4951 -6.2935 -1.3070
33 H 7.7223 -5.2816 0.5642
34 H 6.1108 -4.7079 0.1934
35 H 7.4489 -4.3520 -0.8971
36 H 8.3366 -3.2991 1.5497
37 H 6.6142 -2.9870 1.6277
38 H 8.6609 -1.6808 -0.0477
39 H 7.2139 -2.0919 -0.9385
40 H 5.8636 -0.9376 0.8507
41 H 7.3748 -0.4860 1.6315
42 H 7.6408 0.3243 -1.0810
43 H 7.5645 1.3651 0.3127
44 H 4.9546 0.3170 -0.6801
45 H 5.8162 1.3849 -1.7988
46 H 4.3388 2.0513 0.7186
47 H 5.9490 2.7080 0.6661
48 H 4.1868 4.2504 -0.1585
49 H 5.5530 4.0258 -1.2182
50 H 3.6751 4.0730 -2.6237
51 H 4.1875 2.4096 -2.6141
52 H 1.6830 2.9604 -2.4832
53 H 2.2677 1.6675 -1.4834
54 H 2.2968 3.2475 0.4626
55 H 1.7321 4.5417 -0.6061
56 H 0.2141 2.4702 0.7782
57 H -0.0219 2.2758 -0.9456
58 H -0.4674 4.9057 -0.8759
59 H -0.8138 4.5930 0.8016
60 H -2.6508 4.3149 -1.2799
61 H -2.1618 2.6446 -0.9501
62 H -2.6520 3.1149 1.5171
63 H -3.3543 4.6382 0.9798
64 H -5.1316 3.6788 -0.1075
65 H -4.3490 2.1614 -0.3960
66 H -6.2018 2.0711 1.3086
67 H -5.3535 3.2301 2.2886
68 H -5.2421 0.5881 2.7553
69 H -3.9776 1.6803 3.2335
70 H -3.7330 0.3980 0.5028
71 H -2.4763 0.8276 1.6736
72 H -4.4526 -1.4422 1.9197
73 H -3.1567 -1.1026 3.0802
74 H -1.7155 -2.3317 1.7803
75 H -1.9944 -1.2649 0.4278
76 H -4.6000 -1.7131 -0.2309
77 H -4.2390 -1.9370 -2.9379
78 H -2.6079 -0.8804 -1.8765
79 H -5.4221 -3.6579 -1.7361
80 H -8.1010 -3.0292 -0.1431
81 H -6.9314 -2.1963 -1.2066
82 H -7.0883 -1.7194 0.4827
83 H -4.8393 -6.6416 1.2176
84 H -4.9531 -6.6950 -1.9957

Output
Total charge: 0
Structure (SMILES): CCCCCCCCCCCCCCCCCCCCCO[C@@H]([PH2]=O)[C@H](OC)P(=O)(O)O
Spin multiplicity: 1
Energy above the lowest of the compared OMol25 structures with the same formula, charge and spin, eV: 1.485

# 3
Below is a 7-piece molecular cluster, C24H53F2NO16 overall, with properties calculated with wB97M-V/def2-TZVPD.

CARTESIAN COORDINATES (ANGSTROEM)
1 N -0.8037 -1.2886 0.4529
2 H -0.2432 -0.5497 0.7070
3 H -1.5195 -0.7528 -0.3655
4 H -1.3156 -1.5282 1.3959
5 H -0.2098 -2.2044 0.3128
6 O -0.9576 1.1569 -1.0979
7 H -0.6340 2.0271 -1.0976
8 C -2.2397 3.9142 -2.3354
9 C -3.1748 2.7646 -2.3010
10 O -3.9439 2.6941 -3.5523
11 C -3.3442 3.6320 -4.3203
12 O -3.6291 3.8067 -5.4410
13 O -2.5104 4.4585 -3.5941
14 F -4.1767 3.0837 -1.2922
15 H -1.4322 3.6253 -2.4566
16 H -2.3626 4.6844 -1.5575
17 H -2.9507 1.7986 -1.9116
18 C 0.0319 1.0690 -4.8398
19 C 0.9091 1.9238 -3.9785
20 O 0.8650 3.1519 -4.5616
21 C -0.0671 3.3124 -5.5291
22 O -0.4204 4.2615 -6.1001
23 O -0.5486 2.0641 -5.7177
24 F 2.1484 1.3120 -3.8129
25 H -0.7129 0.5328 -4.4307
26 H 0.6679 0.3683 -5.4424
27 H 0.5506 1.8528 -2.9101
28 C 2.0158 -1.4260 -1.8149
29 O 0.9652 -2.3795 -2.0637
30 C -0.0188 -1.8448 -2.8966
31 C -1.1682 -2.7320 -2.8352
32 O -1.6887 -3.1471 -1.7944
33 C -1.2282 -4.4873 -1.5436
34 C -1.9916 -5.1983 -0.2486
35 O -1.9299 -4.2388 0.7872
36 C -2.5116 -4.6961 1.9019
37 H 2.4469 -1.8267 -0.8740
38 H 1.5967 -0.5736 -1.4239
39 H 2.6066 -1.1871 -2.4857
40 H 0.2930 -1.8187 -3.9615
41 H -0.3072 -1.0379 -2.4682
42 H -1.0318 -3.3809 -3.6881
43 H -2.2242 -2.1607 -3.3182
44 H -0.0197 -4.2554 -1.2293
45 H -1.4707 -5.1516 -2.4598
46 H -1.5139 -6.1133 -0.0161
47 H -3.1245 -5.4434 -0.3852
48 H -2.3228 -3.9387 2.8839
49 H -2.4000 -5.8304 2.1196
50 H -3.5884 -4.7010 1.8942
51 C 2.4507 -3.0675 1.7028
52 O 1.6528 -2.2431 2.4364
53 C 0.9279 -2.9107 3.3997
54 C 0.2277 -1.9104 4.3316
55 O -0.6858 -1.5046 3.6347
56 C -1.5795 -0.5438 4.3844
57 C -2.9585 -0.6144 3.6944
58 O -3.0193 -0.2763 2.3005
59 C -2.9162 1.1086 2.0037
60 H 3.1697 -3.6942 1.8744
61 H 3.0060 -2.4311 0.9735
62 H 1.7672 -3.5636 0.8372
63 H 1.6633 -3.5749 3.8786
64 H 0.1264 -3.4813 2.7106
65 H 0.8465 -1.0755 4.7148
66 H -0.1371 -2.6146 5.2276
67 H -1.0476 0.3468 4.5181
68 H -1.7601 -0.6289 5.5267
69 H -3.7522 -0.0416 4.1966
70 H -3.2371 -1.6360 3.9131
71 H -3.5687 1.6380 2.5752
72 H -3.1418 1.0536 0.9264
73 H -1.8047 1.4036 2.1434
74 C 2.0019 2.7615 5.1356
75 O 2.2553 2.8351 3.7721
76 C 2.0426 1.6094 3.1296
77 C 1.5804 1.8546 1.7086
78 O 2.4755 2.2655 0.9408
79 C 1.9719 2.7438 -0.2566
80 C 3.2550 3.0443 -1.0939
81 O 4.2995 2.0882 -0.8990
82 C 5.5150 2.7244 -1.1310
83 H 1.7013 3.6555 5.4900
84 H 2.8950 2.4037 5.5839
85 H 1.3160 2.0855 5.3819
86 H 1.3376 0.9785 3.6530
87 H 2.8749 0.9283 3.0265
88 H 0.7713 2.4890 1.8120
89 H 1.2285 0.7960 1.4183
90 H 1.0423 3.4632 -0.3109
91 H 1.5111 2.0095 -0.8154
92 H 3.4479 4.0473 -0.7666
93 H 3.0842 3.1749 -2.1321
94 H 6.5160 2.1811 -1.0450
95 H 5.7408 3.4853 -0.5568
96 H 5.5465 3.0354 -2.2517

Output
Total charge: 0
Spin multiplicity: 1
Energy above the lowest of the compared OMol25 structures with the same formula, charge and spin, eV: 2.968

Number 1: largest force on an atom 3.54 eV Å⁻¹, DFT total energy -122707.9315 eV, E_HOMO -9.94 eV. Number 2: largest force on an atom 0.77 eV Å⁻¹, DFT total energy -56595.3334 eV, E_HOMO -9.60 eV. Number 3: largest force on an atom 14.97 eV Å⁻¹, DFT total energy -65412.1465 eV, E_HOMO -8.13 eV.